Here is 10 unconnected molecules or ions with the total composition C18H56N4O10 from the OMol25 dataset. Energies are from wB97M-V/def2-TZVPD.

Geometry as XYZ:
```
88
Properties=species:S:1:pos:R:3
N 1.2542 4.3052 1.8748
C 2.6218 4.2318 1.8512
N 3.1015 4.0708 3.1463
O 3.3774 4.4191 0.8671
H 0.9642 3.6851 2.6176
H 0.7264 4.2921 1.0189
H 2.4721 3.7239 3.8879
H 4.0297 3.7417 3.2296
N 0.8305 -1.2546 -0.6640
C 0.6937 -0.7518 0.5169
N 0.9350 0.6040 0.4911
O 0.6098 -1.4043 1.5550
H 1.0248 -0.7691 -1.5138
H 0.6647 -2.2571 -0.8077
H 0.7629 1.2603 1.2136
H 1.1981 1.0670 -0.3418
C -2.6449 -1.8030 2.8479
C -1.9494 -0.9612 3.9139
O -0.9145 -0.0844 3.4443
H -2.9703 -2.7039 3.3941
H -1.9167 -2.0807 2.0697
H -3.5912 -1.3733 2.4008
H -1.4736 -1.6736 4.6188
H -2.7292 -0.3709 4.4397
H -0.3557 -0.6504 2.8774
C 1.5283 2.3482 -4.1842
C 2.1475 1.2629 -3.2939
O 1.3872 0.0642 -3.3503
H 1.9995 3.2968 -4.0534
H 0.5178 2.5412 -3.8627
H 1.6013 2.1444 -5.2661
H 2.1733 1.7082 -2.3187
H 3.1489 1.0859 -3.6647
H 1.8694 -0.6784 -3.7644
C -1.5232 3.4657 3.8265
C -0.3502 3.2259 4.7648
O 0.5774 2.3251 4.2439
H -1.9625 2.4766 3.6103
H -1.1864 3.9644 2.9243
H -2.3261 4.0968 4.3237
H -0.6479 2.8797 5.7542
H 0.2311 4.1653 4.8413
H 0.1606 1.5011 3.9685
C 0.7734 -5.0732 -4.4429
C 0.2108 -3.6848 -4.3117
O -1.1339 -3.7506 -4.6956
H 0.3899 -5.7947 -3.6936
H 1.8583 -5.0743 -4.3744
H 0.5935 -5.5057 -5.4354
H 0.7502 -3.0284 -4.9690
H 0.3345 -3.2752 -3.2855
H -1.4412 -2.9018 -5.0351
C 2.0665 -1.7014 4.9769
C 1.6659 -3.0136 4.3896
O 0.7904 -3.6836 5.3332
H 1.2107 -1.0309 5.1784
H 2.7169 -1.1362 4.3133
H 2.5891 -1.9663 5.8797
H 2.5529 -3.6595 4.1682
H 1.1040 -2.8141 3.4689
H 0.5757 -4.5000 4.9051
C -1.6045 -4.5421 -0.3245
C -0.3162 -5.1570 0.1598
O 0.6937 -4.1868 0.3841
H -2.0347 -3.6892 0.2367
H -2.4468 -5.2146 -0.4723
H -1.4682 -4.0282 -1.3004
H 0.1478 -5.8424 -0.5662
H -0.5603 -5.7631 1.0110
H 0.4478 -3.7141 1.2036
C -2.2917 0.2138 -2.9494
C -2.3471 -0.4160 -4.2566
O -1.1107 -1.0344 -4.6175
H -1.6409 1.0216 -2.9025
H -2.1611 -0.4944 -2.1462
H -3.2921 0.6825 -2.9397
H -2.6866 0.3237 -4.9765
H -3.1464 -1.1665 -4.2608
H -0.4414 -0.3644 -4.4271
C -1.5456 5.0630 -1.9676
C -0.2284 5.3431 -2.5685
O -0.2389 5.3489 -3.9840
H -1.4391 4.6026 -0.9664
H -2.0323 4.2443 -2.5040
H -2.1500 5.9394 -1.9178
H 0.5007 4.5350 -2.2690
H 0.1663 6.2945 -2.2090
H -0.4482 4.4583 -4.2874
```

Total charge: 0
LUMO energy: 0.2 eV
Relative energy (zero: lowest compared OMol25 entry of this formula, charge and spin): 0.427 eV
Highest occupied orbital energy: -0.361 hartree
Molecular weight: 488.66 g/mol
Spin multiplicity: 1
Frontier orbital gap: 0.36715 hartree

Here are the Mulliken charges for atoms 1 to 8, given in e:
1 N -0.330
2 C 0.504
3 N -0.456
4 O -0.656
5 H 0.186
6 H 0.139
7 H 0.272
8 H 0.237